# 1
Density functional theory data (ωB97M-V/def2-TZVPD) for the molecule C5H11N.

Atoms and positions in Å:
1 H 1.79 1.83 -0.41
2 C 1.49 0.79 -0.55
3 C -1.32 -0.55 -0.22
4 H 0.98 0.70 -1.52
5 H 1.58 -2.14 0.56
6 H -0.48 2.07 -0.36
7 C 0.67 0.28 0.60
8 N -0.04 -0.88 0.32
9 H -2.02 1.45 -0.89
10 H -1.63 -1.31 -1.00
11 H -2.09 -0.56 0.55
12 H 1.14 0.30 1.57
13 H 2.41 0.18 -0.61
14 C 0.50 -2.06 0.55
15 H -1.63 1.56 0.84
16 C -1.25 1.29 -0.15
17 H -0.11 -2.95 0.72

As for the lowest unoccupied orbital energy (alpha / beta): 0.86 / 0.91 eV. The total charge is 0. The value obtained for the total energy is -251.6557 a.u. As for the energy above the lowest of the compared OMol25 structures with the same formula, charge and spin: 129.8 kcal per mole. For the largest force on an atom, the calculation gives 1.4 eV Å⁻¹. As for the HOMO energy (alpha / beta): -6.39 / -6.88 eV. For the HOMO-LUMO gap (alpha / beta), the calculation gives 0.26636 / 0.28632 hartree.

---

# 2
Density functional theory data (ωB97M-V/def2-TZVPD) for a 2-piece molecular cluster, C28H23O overall.

Atoms and positions in Å:
1 C -3.92 4.29 1.89
2 H -4.79 -0.78 -2.22
3 C 2.83 -3.52 -1.13
4 C 3.99 -4.21 -1.47
5 O -0.33 4.07 2.13
6 C 2.88 -2.49 -0.17
7 C -0.75 -1.61 0.05
8 H -3.26 1.99 -0.58
9 H 1.64 -1.10 0.99
10 H -0.75 -1.65 1.17
11 H 3.83 1.82 0.03
12 C -0.68 2.85 -0.35
13 H 6.22 -2.50 0.49
14 C 5.26 -2.80 0.07
15 C 0.49 -2.20 -0.49
16 C 0.76 3.63 1.42
17 C -2.61 4.52 2.30
18 C -3.40 -3.85 -1.55
19 C 1.70 2.06 -0.13
20 C -1.58 3.96 1.57
21 H 0.45 -2.66 -1.50
22 C 2.00 3.90 1.98
23 H -0.62 -0.58 -0.12
24 C 1.64 -1.85 0.17
25 H 1.53 1.25 -0.84
26 C 4.10 -2.11 0.42
27 H -4.75 4.79 2.39
28 H -3.58 -4.93 -1.66
29 C -2.84 -1.10 -1.28
30 C 0.59 2.85 0.26
31 H -2.60 -0.04 -1.26
32 C 3.12 3.29 1.43
33 H 3.95 -4.98 -2.23
34 H 6.11 -4.45 -1.07
35 H 4.11 -1.27 1.11
36 C -4.16 3.40 0.84
37 C -4.05 -1.53 -1.89
38 C -2.01 -2.05 -0.68
39 H -5.18 3.16 0.59
40 H 1.88 -3.76 -1.62
41 C -1.81 3.21 0.40
42 C 2.96 2.34 0.41
43 H -5.24 -3.23 -2.49
44 C 5.20 -3.88 -0.83
45 H 2.08 4.59 2.80
46 H -2.39 5.12 3.15
47 C -2.27 -3.42 -0.84
48 H -0.82 2.14 -1.17
49 C -4.32 -2.89 -2.03
50 C -3.13 2.79 0.15
51 H 4.12 3.55 1.79
52 H -1.58 -4.13 -0.40

As for the lowest unoccupied orbital energy: -5.85 eV. The total charge is +1. The value obtained for the total energy is -1155.6988 a.u. As for the energy above the lowest of the compared OMol25 structures with the same formula, charge and spin: 3.3 kcal per mole. For the largest force on an atom, the calculation gives 3.3 eV Å⁻¹. As for the HOMO energy: -10.07 eV. For the HOMO-LUMO gap, the calculation gives 0.15510 hartree.

---

# 3
Density functional theory data (ωB97M-V/def2-TZVPD) for C38H42BN5O2RuSSeSi as an isolated structure.

Atoms and positions in Å:
1 C -2.03 1.29 0.49
2 C 3.03 1.70 -0.61
3 H 3.79 -2.87 1.81
4 H -1.53 -3.28 -1.40
5 Si 2.57 -2.51 -0.34
6 C -3.27 -4.48 -1.74
7 H -2.11 3.59 1.78
8 H -5.74 -0.87 1.15
9 C 4.31 2.19 -0.67
10 H 3.86 -1.06 -2.03
11 C 2.07 2.04 -1.56
12 C -5.66 3.36 -0.68
13 H -4.45 4.20 -2.26
14 H -3.09 -4.62 -2.80
15 C -0.96 1.83 1.20
16 H 2.95 -4.53 -1.75
17 H -0.36 -2.16 3.40
18 H -6.53 2.50 1.11
19 H -5.50 -5.43 0.65
20 C -3.30 2.86 -1.02
21 H 1.17 2.51 4.28
22 N -1.47 -3.27 1.26
23 C -3.77 -0.97 1.51
24 H 4.16 6.14 -1.93
25 C -3.68 -4.29 1.01
26 C -2.38 -3.80 -0.95
27 H -6.57 3.82 -1.01
28 C -4.42 2.06 0.93
29 N -2.16 -0.05 0.33
30 H 5.11 1.94 0.08
31 H 4.85 -2.39 -1.36
32 H 5.56 5.35 -4.78
33 H 5.77 3.67 -4.22
34 H -0.57 4.19 3.63
35 C 2.04 -3.99 -1.45
36 B 1.08 0.83 0.09
37 H 3.45 5.37 -5.61
38 H 0.47 -5.79 5.54
39 C -0.40 3.28 3.01
40 C 4.08 -1.62 -1.12
41 C 4.57 3.10 -1.70
42 H 2.53 -4.09 1.56
43 H 4.50 -0.91 -0.38
44 H 2.07 -2.49 2.08
45 H -1.39 -5.95 1.65
46 C -2.53 -3.74 0.44
47 H -5.29 -1.31 2.75
48 Ru -1.09 -1.32 1.28
49 H 3.63 6.86 -3.44
50 C 0.99 1.42 2.46
51 C -4.58 -4.95 0.21
52 H 1.60 -3.58 -2.37
53 C 3.62 3.49 -2.65
54 C 0.02 -5.28 4.70
55 N -3.41 -0.64 0.26
56 C 3.57 5.96 -2.84
57 C -3.26 2.05 0.12
58 H -3.84 -4.32 2.06
59 C 2.35 2.87 -2.61
60 C -0.49 -6.01 3.61
61 H -0.43 -7.11 3.65
62 C -5.62 2.60 0.50
63 O 2.53 0.97 0.41
64 C 3.91 4.67 -3.59
65 C 3.06 4.66 -4.86
66 H -5.15 -5.54 -1.80
67 H 0.17 -3.32 5.59
68 S -2.61 -0.99 2.86
69 C -1.03 -3.96 2.42
70 C -4.38 -5.08 -1.17
71 H 1.62 3.09 -3.39
72 C 0.67 2.41 3.35
73 Se 0.58 -1.09 -0.41
74 H 5.96 4.99 -3.05
75 C -0.44 -3.24 3.50
76 C -1.00 -5.37 2.50
77 H 3.13 3.69 -5.37
78 H -4.39 1.62 1.93
79 C 2.80 -3.03 1.41
80 H 5.57 3.52 -1.73
81 O 0.84 1.58 -1.20
82 N 0.25 1.20 1.34
83 C 5.40 4.66 -3.93
84 H 1.99 4.82 -4.64
85 H 1.92 0.87 2.53
86 N -5.05 -1.27 1.76
87 H 1.37 -4.71 -0.95
88 C -4.45 3.54 -1.38
89 C -1.22 2.99 1.98
90 H 2.55 5.92 -2.47
91 C -0.06 -3.89 4.66
92 H -2.40 2.90 -1.66

As for the lowest unoccupied orbital energy (alpha / beta): 0.09 / -1.21 eV. The total charge is 0. The value obtained for the total energy is -5106.3604 a.u. As for the energy above the lowest of the compared OMol25 structures with the same formula, charge and spin: 1.0 kcal per mole. Its spin multiplicity is 5. For the largest force on an atom, the calculation gives 3.2 eV Å⁻¹. As for the HOMO energy (alpha / beta): -6.48 / -7.24 eV. For the HOMO-LUMO gap (alpha / beta), the calculation gives 0.24137 / 0.22138 hartree.

---

# 4
Density functional theory data (ωB97M-V/def2-TZVPD) for C25H24N4O8SSeW as an isolated structure.

Atoms and positions in Å:
1 O -0.81 1.44 2.48
2 W 0.24 0.08 1.62
3 H -1.39 3.75 1.98
4 C -2.13 0.52 -5.78
5 H -1.33 0.10 -7.72
6 S -2.03 -0.07 0.48
7 C -0.20 -4.02 2.45
8 C 0.85 -4.77 4.52
9 C -0.22 5.53 2.08
10 H -3.16 0.41 -6.09
11 H 2.83 5.79 3.59
12 C 0.48 3.41 3.02
13 N 0.64 -0.14 3.59
14 H 1.95 -0.86 5.01
15 N -1.23 1.25 -1.69
16 H -1.84 -3.03 -3.71
17 C 0.89 -2.44 3.92
18 H -0.74 -4.23 1.54
19 C -0.47 4.21 2.32
20 C 1.91 5.36 3.23
21 C 0.13 -5.03 3.34
22 H -1.98 -2.51 -0.70
23 H -2.64 1.08 -3.77
24 C 1.23 -1.11 4.24
25 O 2.63 3.37 4.17
26 H 0.48 -3.84 -3.25
27 C -2.27 -2.33 -1.73
28 C 1.67 4.01 3.50
29 C -1.83 0.87 -4.47
30 C -0.50 1.02 -4.07
31 H -3.35 -2.46 -1.81
32 N 1.09 1.16 3.71
33 C 0.23 0.52 -6.30
34 C 1.24 -3.48 4.80
35 C -0.01 -3.15 -2.56
36 O 1.09 1.66 0.61
37 H 2.40 2.44 4.32
38 C 0.53 0.86 -4.99
39 O 2.26 -0.27 1.51
40 H -1.86 -4.27 -2.47
41 H 1.08 -5.57 5.20
42 H -1.14 1.94 -0.95
43 H -0.95 6.13 1.56
44 H 1.55 1.00 -4.67
45 C 0.98 6.09 2.54
46 O 3.38 0.64 -0.98
47 Se 2.10 0.44 -0.06
48 O 0.77 -0.56 -0.38
49 N -1.95 -0.92 -2.05
50 C -1.53 -3.25 -2.69
51 O -0.12 -1.76 1.86
52 H -0.17 -6.05 3.12
53 C 0.18 -2.73 2.75
54 H -1.83 -0.72 -3.04
55 C 0.25 2.03 3.12
56 H 1.80 -3.25 5.70
57 C -0.16 1.41 -2.68
58 H 0.35 -2.14 -2.79
59 H 0.32 -3.40 -1.55
60 O 0.88 1.86 -2.30
61 H 1.03 0.39 -7.02
62 C -1.10 0.35 -6.69
63 H 1.19 7.14 2.33
64 C -1.68 0.07 -1.23

As for the lowest unoccupied orbital energy: -8.14 eV. The total charge is +2. The value obtained for the total energy is -4654.1160 a.u. As for the energy above the lowest of the compared OMol25 structures with the same formula, charge and spin: 14.7 kcal per mole. For the largest force on an atom, the calculation gives 2.4 eV Å⁻¹. As for the HOMO energy: -14.01 eV. For the HOMO-LUMO gap, the calculation gives 0.21559 hartree.